# 1
The molecule C19H21N3OS2. Source: the OMol25 dataset; level of theory: ωB97M-V with the def2-TZVPD basis set.

The geometry in XYZ format:
```
46
Properties=species:S:1:pos:R:3:forces:R:3
C 6.232 -1.025 3.477 -0.03 0.25 -0.05
C 5.646 0.160 2.719 -0.04 -0.21 -0.16
C 4.292 -0.148 2.079 0.09 0.15 0.32
C 3.194 -0.403 3.110 -0.09 0.08 -0.33
C 1.794 -0.440 2.500 0.08 -0.19 0.11
C 1.614 -1.625 1.550 0.60 0.30 0.23
N 0.243 -1.720 1.093 0.07 0.22 -0.37
C -0.197 -1.093 -0.023 -0.43 0.33 -0.65
O 0.683 -0.357 -0.695 -0.04 -0.24 0.37
C -1.547 -1.254 -0.282 0.03 -0.41 0.20
C -2.342 -0.692 -1.295 0.33 0.09 -0.26
C -1.909 -0.148 -2.478 -0.26 0.18 -0.05
C -0.743 -0.439 -3.281 -0.23 -0.08 0.02
N -0.847 0.153 -4.433 1.49 -0.54 -0.01
N -1.923 0.956 -4.445 -1.47 0.67 -0.13
C -2.629 0.768 -3.359 0.75 -0.44 0.21
C -3.864 1.473 -3.091 -0.45 0.29 0.01
C -4.266 1.803 -1.796 0.11 -0.07 -0.10
C -5.462 2.464 -1.585 -0.16 0.05 0.08
C -6.268 2.808 -2.657 -0.02 0.03 0.06
C -5.866 2.504 -3.948 -0.04 0.04 -0.04
C -4.673 1.845 -4.167 0.06 -0.08 0.07
S -2.260 -2.233 1.006 0.62 0.06 0.09
C -0.712 -2.395 1.806 -0.64 -0.24 0.15
S -0.434 -3.228 3.183 -0.15 -0.11 0.13
H 7.228 -0.784 3.840 0.09 -0.06 0.08
H 6.307 -1.894 2.826 0.02 -0.14 -0.04
H 5.615 -1.286 4.332 -0.03 -0.10 0.12
H 6.343 0.455 1.931 0.02 0.09 0.04
H 5.539 1.009 3.399 0.01 0.09 -0.04
H 4.403 -1.019 1.429 0.00 -0.02 -0.13
H 4.000 0.700 1.455 -0.06 -0.02 -0.10
H 3.377 -1.346 3.627 0.01 -0.03 0.14
H 3.219 0.395 3.855 0.03 -0.03 0.09
H 1.602 0.489 1.958 -0.05 0.04 -0.01
H 1.059 -0.529 3.303 -0.06 0.02 -0.07
H 1.850 -2.557 2.070 -0.04 0.07 -0.15
H 2.246 -1.515 0.669 -0.03 -0.10 0.07
H 0.271 0.041 -1.484 -0.07 -0.04 0.07
H -3.410 -0.712 -1.110 -0.12 0.22 0.04
H 0.018 -1.180 -3.113 0.16 -0.19 0.03
H -3.625 1.577 -0.956 0.03 0.02 0.03
H -5.762 2.717 -0.579 -0.02 0.03 0.07
H -7.203 3.322 -2.487 -0.07 0.04 0.01
H -6.487 2.783 -4.787 -0.05 0.01 -0.07
H -4.344 1.599 -5.164 0.02 -0.02 -0.09
```
Positions in Å, forces in eV/Å.

Summary:
Multiplicity: 1
SMILES: CCCCCCn1c(O)c(/C=C2\C=NN=C2c2ccccc2)sc1=S
Orbital gap in eV: 6.708
Energy relative to the best compared isomer or geometry (same formula, charge and spin) in kcal/mol: 52.2
HOMO energy in eV: -8.227

Per-atom natural (NBO) charges, elementary charge units: C -0.608; C -0.387; C -0.397; C -0.398; C -0.402; C -0.234; N -0.403; C 0.588; O -0.637; C -0.394; C -0.035; C -0.249; C -0.102; N -0.221; N -0.290; C 0.237; C -0.028; C -0.219; C -0.215; C -0.204; C -0.210; C -0.187; S 0.440; C -0.120; S -0.087; H 0.212; H 0.200; H 0.202; H 0.202; H 0.194; H 0.191; H 0.201; H 0.203; H 0.208; H 0.203; H 0.222; H 0.242; H 0.227; H 0.528; H 0.234; H 0.209; H 0.206; H 0.214; H 0.214; H 0.216; H 0.233

---

# 2
A structure of composition C19H21N4O3PtS2. Source: the OMol25 dataset; level of theory: ωB97M-V with the def2-TZVPD basis set.

The geometry in XYZ format:
```
50
Properties=species:S:1:pos:R:3:forces:R:3
Pt -0.732 -1.512 -0.499 -0.29 -0.39 0.23
C 4.180 -0.096 -0.479 -0.01 0.01 0.00
N 3.392 0.859 0.269 0.00 -0.05 0.03
C 3.862 1.138 1.606 -0.01 0.00 0.00
C 2.203 1.298 -0.265 -0.01 -0.13 0.03
O 1.825 0.948 -1.358 0.02 0.23 -0.10
C 1.401 2.243 0.626 0.03 0.11 0.02
O 0.214 2.622 -0.007 -0.05 -0.14 -0.01
C -0.868 2.810 0.863 0.02 0.09 0.01
C -2.151 2.243 0.258 -0.09 -0.09 0.06
O -2.150 1.532 -0.722 0.11 0.21 -0.18
N -3.299 2.591 0.917 -0.04 -0.06 0.07
C -4.574 2.117 0.411 0.02 0.04 -0.03
C -3.320 3.328 2.165 0.00 -0.02 0.00
H 4.218 -1.056 0.045 0.00 0.00 0.01
H 5.204 0.269 -0.608 0.00 0.00 0.00
H 3.718 -0.243 -1.450 0.00 0.00 -0.01
H 4.078 0.201 2.128 -0.01 0.00 0.00
H 3.123 1.672 2.193 0.00 0.01 -0.01
H 4.782 1.733 1.586 0.01 -0.01 -0.01
H 2.019 3.121 0.870 -0.02 0.02 -0.03
H 1.182 1.713 1.557 0.03 0.03 0.00
H -1.007 3.878 1.076 0.02 0.00 0.00
H -0.702 2.306 1.823 0.01 0.00 -0.01
H -4.394 1.555 -0.501 0.01 -0.01 0.01
H -5.236 2.962 0.196 0.01 0.00 -0.01
H -5.062 1.467 1.139 0.00 -0.01 0.03
H -2.494 3.050 2.818 0.01 0.00 -0.01
H -4.235 3.073 2.699 0.00 -0.01 0.00
H -3.305 4.413 2.011 0.00 0.00 0.00
S -0.136 -0.601 1.555 -0.05 -0.04 -0.02
C -1.641 -0.410 2.405 0.05 0.06 -0.02
C -1.590 0.291 3.649 0.01 -0.05 0.00
N -1.503 0.905 4.622 0.00 0.01 0.01
C -2.820 -0.833 1.874 -0.07 -0.07 -0.06
S -2.920 -1.564 0.305 0.00 0.17 0.19
C -4.037 -0.660 2.608 -0.01 0.02 -0.03
N -5.026 -0.508 3.179 -0.01 0.00 -0.01
C 0.066 -2.305 -1.818 0.25 0.02 -0.14
C 0.768 -3.219 -2.678 0.08 -0.03 0.03
C 1.574 -4.207 -2.098 -0.04 0.05 -0.08
C 2.286 -5.079 -2.904 -0.02 0.00 -0.04
C 2.220 -4.962 -4.289 0.00 0.00 0.01
C 1.429 -3.977 -4.866 0.00 -0.03 0.03
C 0.696 -3.113 -4.069 0.00 0.00 0.01
H 1.626 -4.269 -1.019 0.01 0.00 0.00
H 2.903 -5.846 -2.454 0.00 0.00 0.00
H 2.787 -5.639 -4.916 0.00 0.00 0.00
H 1.377 -3.888 -5.944 0.00 0.00 0.00
H 0.071 -2.348 -4.510 0.00 0.02 0.02
```
Positions in Å, forces in eV/Å.

Summary:
Multiplicity: 1
Orbital gap in eV: 6.794
Total charge: -1
Energy relative to the best compared isomer or geometry (same formula, charge and spin) in kcal/mol: 0.0
HOMO energy in eV: -4.444

Per-atom natural (NBO) charges, elementary charge units: Pt 0.496; C -0.414; N -0.450; C -0.403; C 0.670; O -0.588; C -0.164; O -0.498; C -0.157; C 0.664; O -0.597; N -0.451; C -0.420; C -0.415; H 0.186; H 0.177; H 0.252; H 0.195; H 0.216; H 0.180; H 0.168; H 0.211; H 0.173; H 0.202; H 0.252; H 0.175; H 0.206; H 0.218; H 0.215; H 0.178; S -0.215; C -0.352; C 0.289; N -0.378; C -0.317; S -0.145; C 0.289; N -0.368; C -0.144; C -0.208; C -0.180; C -0.205; C -0.222; C -0.214; C -0.176; H 0.226; H 0.206; H 0.204; H 0.207; H 0.225

---

# 3
A structure of composition C19H21NO10P3PdS. Source: the OMol25 dataset; level of theory: ωB97M-V with the def2-TZVPD basis set.

The geometry in XYZ format:
```
56
Properties=species:S:1:pos:R:3:forces:R:3
Pd -1.381 1.115 -0.270 0.08 0.26 0.42
O -3.896 1.371 -4.397 0.00 0.01 0.02
P -3.107 0.793 -3.118 0.00 -0.02 -0.05
O -3.161 -0.689 -3.110 0.00 -0.01 0.02
O -1.828 1.531 -2.959 -0.03 0.00 -0.06
O -4.166 1.336 -1.927 -0.05 -0.07 0.04
P -3.809 1.678 -0.433 0.10 -0.12 0.11
O -5.196 2.140 0.179 0.01 0.00 0.03
O -3.258 0.453 0.328 -0.16 0.10 -0.36
O -2.772 2.779 -0.344 0.00 -0.01 0.03
H -4.500 0.694 -4.720 0.01 -0.01 0.00
H -5.732 1.391 0.462 -0.01 0.00 -0.01
N 0.109 2.252 -1.117 -0.03 -0.16 -0.18
C 1.371 2.493 -0.470 0.03 -0.01 -0.01
C 1.400 3.209 0.719 0.00 0.01 -0.01
C 2.596 3.341 1.404 0.02 0.00 0.01
C 3.756 2.752 0.912 -0.06 0.00 -0.02
C 3.723 2.072 -0.295 0.03 0.01 -0.01
C 2.529 1.944 -0.993 -0.01 0.01 0.01
S 5.264 2.800 1.890 0.02 0.00 0.01
O 5.075 1.688 2.818 -0.02 -0.02 0.01
O 5.240 4.106 2.523 0.00 0.00 -0.01
O 6.329 2.593 0.925 0.00 0.00 -0.01
H 0.204 1.866 -2.055 -0.02 0.03 -0.01
H -0.446 3.100 -1.241 0.06 0.04 0.04
H 0.483 3.634 1.113 0.00 0.00 0.00
H 2.649 3.894 2.332 0.00 0.00 0.00
H 4.642 1.647 -0.675 0.00 -0.01 0.00
H 2.495 1.402 -1.933 0.01 0.00 0.00
C 0.022 -1.290 -2.014 0.00 -0.06 0.01
P -0.434 -0.905 -0.306 0.00 -0.05 -0.03
C -1.665 -2.130 0.194 0.01 0.00 0.08
C -1.774 -2.452 1.546 0.02 -0.03 -0.02
C -2.738 -3.350 1.971 -0.01 -0.01 -0.01
C -3.603 -3.925 1.048 0.00 -0.01 0.02
C -3.507 -3.591 -0.294 0.01 0.01 -0.01
C -2.545 -2.688 -0.727 -0.05 0.03 -0.01
C 1.023 -1.300 0.688 0.04 0.09 -0.05
C 1.739 -0.310 1.350 -0.04 -0.04 0.08
C 2.922 -0.618 2.015 -0.02 0.02 0.02
C 3.371 -1.929 2.026 0.01 0.02 0.01
C 2.645 -2.931 1.389 -0.02 -0.03 -0.02
C 1.476 -2.621 0.716 0.06 0.02 -0.02
H 0.322 -2.335 -2.098 0.01 0.00 -0.02
H 0.866 -0.653 -2.286 -0.01 -0.01 -0.01
H -0.825 -1.072 -2.668 0.00 -0.01 0.01
H -1.098 -2.005 2.266 0.00 0.00 0.00
H -2.816 -3.599 3.022 0.00 0.00 0.00
H -4.357 -4.627 1.379 0.00 0.00 0.00
H -4.194 -4.019 -1.013 0.00 0.00 0.00
H -2.524 -2.382 -1.765 0.00 0.01 -0.03
H 1.380 0.711 1.354 0.00 0.00 -0.03
H 3.498 0.167 2.493 0.02 -0.03 0.00
H 4.296 -2.171 2.534 0.00 0.01 0.00
H 2.995 -3.956 1.410 0.00 0.00 0.00
H 0.912 -3.403 0.220 0.00 0.00 0.00
```
Positions in Å, forces in eV/Å.

Summary:
Multiplicity: 1
Orbital gap in eV: 7.352
Total charge: -1
Energy relative to the best compared isomer or geometry (same formula, charge and spin) in kcal/mol: 0.0
HOMO energy in eV: -5.956

Per-atom natural (NBO) charges, elementary charge units: Pd 0.716; O -0.997; P 2.538; O -1.182; O -1.201; O -1.100; P 2.532; O -0.979; O -1.070; O -1.101; H 0.497; H 0.511; N -0.762; C 0.092; C -0.212; C -0.193; C -0.314; C -0.181; C -0.250; S 2.423; O -1.032; O -1.012; O -1.015; H 0.433; H 0.427; H 0.213; H 0.244; H 0.247; H 0.206; C -0.972; P 1.148; C -0.395; C -0.177; C -0.219; C -0.204; C -0.217; C -0.125; C -0.314; C -0.211; C -0.198; C -0.187; C -0.221; C -0.220; H 0.238; H 0.242; H 0.299; H 0.222; H 0.211; H 0.207; H 0.212; H 0.252; H 0.229; H 0.279; H 0.220; H 0.209; H 0.212

---

# 4
A structure of composition C19H21NO10P3PdS. Source: the OMol25 dataset; level of theory: ωB97M-V with the def2-TZVPD basis set.

The geometry in XYZ format:
```
56
Properties=species:S:1:pos:R:3:forces:R:3
Pd 0.694 -1.638 -0.352 0.03 0.23 1.20
O 0.335 -5.497 -2.246 0.09 0.05 -0.16
P 0.432 -3.939 -1.886 0.14 -0.15 0.15
O -0.474 -3.111 -2.714 -0.07 -0.13 -0.08
O 0.330 -3.845 -0.365 -0.15 0.46 -0.70
O 1.993 -3.614 -2.285 0.15 0.10 0.06
P 2.805 -2.312 -1.737 0.03 -0.01 0.07
O 4.205 -2.429 -2.494 -0.23 0.04 -0.12
O 2.053 -1.060 -2.142 0.09 -0.39 -0.07
O 3.002 -2.444 -0.247 0.04 -0.07 -0.67
H 0.151 -5.600 -3.189 -0.01 0.01 0.17
H 4.159 -1.991 -3.356 0.00 -0.09 0.18
N 1.175 -2.199 1.781 -0.08 0.83 -0.23
C 1.194 -1.011 2.565 0.09 -0.34 0.14
C 1.922 0.099 2.145 -0.08 0.10 0.12
C 1.860 1.282 2.875 -0.07 -0.01 0.13
C 1.099 1.363 4.042 -0.06 -0.58 -0.37
C 0.412 0.224 4.469 -0.02 0.34 0.04
C 0.446 -0.947 3.730 -0.11 -0.05 0.19
S 0.972 2.899 4.952 0.07 0.05 0.19
O -0.043 3.660 4.234 -0.11 -0.04 -0.09
O 2.305 3.463 4.865 0.09 0.07 0.00
O 0.561 2.475 6.281 -0.03 0.02 0.04
H 0.757 -3.006 2.214 -0.19 -0.07 -0.03
H 2.055 -2.424 1.325 0.37 -0.28 0.28
H 2.549 0.024 1.267 0.08 0.02 -0.15
H 2.421 2.155 2.558 -0.04 -0.08 0.03
H -0.153 0.285 5.392 0.05 0.00 -0.05
H -0.107 -1.826 4.056 0.05 0.11 0.00
C -2.680 -1.258 -1.128 -0.10 -0.06 0.01
P -1.167 -0.312 -0.863 -0.01 -0.18 -0.27
C -0.756 0.429 -2.458 0.08 0.00 -0.02
C 0.070 1.552 -2.483 0.08 0.07 -0.10
C 0.473 2.093 -3.693 -0.05 -0.07 0.00
C 0.063 1.505 -4.885 -0.02 -0.03 0.04
C -0.743 0.375 -4.862 0.02 0.03 0.07
C -1.147 -0.170 -3.648 -0.04 -0.02 -0.13
C -1.659 1.079 0.169 -0.04 0.05 0.15
C -1.526 0.987 1.554 -0.04 0.16 -0.08
C -1.934 2.034 2.367 0.04 -0.02 0.07
C -2.475 3.178 1.799 0.01 0.03 0.00
C -2.632 3.266 0.421 0.04 -0.04 -0.06
C -2.225 2.221 -0.398 -0.08 0.10 0.13
H -3.406 -0.630 -1.643 -0.07 -0.04 -0.01
H -3.071 -1.538 -0.150 -0.02 -0.03 0.00
H -2.449 -2.156 -1.700 0.02 0.02 -0.01
H 0.398 2.008 -1.555 -0.01 -0.04 -0.04
H 1.113 2.967 -3.704 -0.02 -0.04 -0.01
H 0.382 1.923 -5.832 -0.01 0.00 0.02
H -1.049 -0.096 -5.788 0.02 0.02 0.03
H -1.736 -1.079 -3.634 0.07 0.07 -0.02
H -1.069 0.115 2.000 0.02 -0.06 0.01
H -1.775 1.991 3.437 0.00 0.02 -0.08
H -2.739 4.014 2.436 0.01 -0.07 -0.04
H -3.048 4.163 -0.023 0.00 -0.03 0.01
H -2.325 2.306 -1.474 -0.02 0.00 0.06
```
Positions in Å, forces in eV/Å.

Summary:
Multiplicity: 3
Orbital gap (spin up / spin down) in eV: 8.124 / 5.947
Total charge: -1
Energy relative to the best compared isomer or geometry (same formula, charge and spin) in kcal/mol: 13.7
HOMO energy (spin up / spin down) in eV: -5.769 / -5.766

Per-atom natural (NBO) charges, elementary charge units: Pd 0.984; O -0.986; P 2.514; O -1.163; O -1.104; O -1.099; P 2.509; O -0.980; O -1.146; O -1.155; H 0.501; H 0.507; N -0.822; C 0.206; C -0.303; C -0.156; C -0.333; C -0.174; C -0.304; S 2.424; O -1.027; O -1.014; O -1.022; H 0.404; H 0.444; H 0.226; H 0.241; H 0.245; H 0.205; C -0.959; P 0.987; C -0.274; C -0.198; C -0.216; C -0.206; C -0.203; C -0.210; C -0.305; C -0.219; C -0.175; C -0.181; C -0.206; C -0.239; H 0.235; H 0.249; H 0.283; H 0.225; H 0.213; H 0.207; H 0.209; H 0.235; H 0.223; H 0.251; H 0.226; H 0.208; H 0.218